(1)
C30H34BIrN4 as an isolated structure. Source: the OMol25 dataset; level of theory: ωB97M-V/def2-TZVPD.

Summary:
2S+1 = 2
LUMO (alpha / beta) = -4.27 / -4.28 eV
F_max = 0.983 eV Å⁻¹
charge = +1
HOMO level (alpha / beta) = -0.406 / -0.416 Ha
⟨S²⟩ = 0.75
HOMO-LUMO gap (alpha / beta) = 6.77 / 7.03 eV
molecular weight = 653.7 g mol⁻¹

Geometry as XYZ:
```
70
Properties=species:S:1:pos:R:3:forces:R:3
Ir -0.25687 -0.64637 0.04307 -0.7 -0.6 -0.2
C -3.61188 -1.61324 -0.08339 0.0 0.0 0.0
C -2.25558 -1.52963 -0.73820 0.0 0.2 0.2
C -1.96913 -0.34261 -1.46999 0.1 0.2 0.0
C -3.00577 0.74796 -1.53948 0.0 0.0 0.0
C -0.75099 -0.22945 -2.19161 0.1 0.2 -0.1
C -0.47684 0.92881 -3.11421 0.0 0.1 0.0
C 0.23982 -1.22403 -2.02602 0.2 -0.1 -0.1
C 1.59852 -1.04925 -2.65014 0.0 0.0 0.0
C -0.06360 -2.43479 -1.31698 0.2 -0.1 -0.1
C 0.99773 -3.49964 -1.26192 0.0 0.0 0.0
C -1.32555 -2.61055 -0.70291 0.1 -0.1 0.1
C -1.60764 -3.90267 0.01831 0.0 0.0 0.0
H -3.69714 -0.91136 0.74726 0.0 0.0 0.0
H -3.84344 -2.60415 0.28804 0.0 0.0 0.0
H -4.38312 -1.35194 -0.80774 0.0 0.0 0.0
H -3.76581 0.50322 -2.28604 0.0 0.0 0.0
H -2.56480 1.70135 -1.81467 0.0 0.0 0.0
H -3.51300 0.87866 -0.58707 0.0 0.0 0.0
H 0.13355 1.69694 -2.63561 0.0 -0.1 0.0
H -1.39884 1.38912 -3.45796 0.0 0.0 0.0
H 0.06500 0.58251 -3.99192 0.0 0.0 0.0
H 1.62290 -1.49197 -3.64908 0.0 0.0 0.0
H 2.37041 -1.52457 -2.05101 0.0 0.0 0.0
H 1.85992 0.00164 -2.73644 0.0 0.0 0.0
H 1.83220 -3.18234 -0.63486 0.0 0.0 0.0
H 1.38918 -3.68321 -2.26244 0.0 0.0 0.0
H 0.62147 -4.43892 -0.87348 0.0 0.0 0.0
H -1.72417 -4.71368 -0.70337 0.0 0.0 0.0
H -2.51006 -3.86888 0.61671 0.0 0.0 0.0
H -0.78666 -4.16619 0.68263 0.0 0.0 0.0
N 4.80066 2.87730 8.17724 0.0 0.0 0.0
C 4.13308 2.61339 7.28115 -0.1 0.0 -0.1
C 3.29070 2.28656 6.15603 0.1 0.1 0.1
C 2.97186 0.95755 5.89739 0.0 -0.1 0.0
C 2.15283 0.64751 4.82808 0.1 0.0 0.1
C 1.66668 1.66035 4.00090 -0.1 0.0 -0.1
C 2.00595 2.99150 4.25947 0.0 0.0 0.0
C 2.80496 3.30732 5.34063 0.0 0.0 0.0
C 0.80318 1.32012 2.85653 0.1 0.3 0.0
C -0.17680 0.35857 3.03794 0.0 -0.1 0.0
C -0.70694 -0.06661 4.29277 0.0 0.0 -0.1
C -1.62703 -1.04929 4.04039 0.0 0.0 -0.2
C -1.62658 -1.23069 2.63871 0.0 0.0 0.2
N -0.80360 -0.38806 2.02486 0.1 0.1 0.0
C 1.06018 2.01398 1.63881 -0.2 0.2 0.0
C 2.29639 2.41068 1.14724 0.0 0.1 0.0
C 2.09712 2.94081 -0.13586 0.0 -0.1 0.0
C 0.74306 2.88895 -0.38027 0.0 0.1 -0.1
N 0.10034 2.29382 0.65687 0.0 0.1 0.4
H 3.37581 0.17546 6.52467 0.0 0.0 0.0
H 1.92274 -0.38435 4.60360 0.1 0.0 0.0
H 1.62273 3.77813 3.62365 0.0 0.0 0.0
H 3.05642 4.33556 5.55956 0.0 0.0 0.0
H -0.45300 0.36935 5.24572 0.0 0.0 0.0
H -2.23596 -1.58658 4.74822 0.0 0.0 0.0
H -2.17403 -1.97332 2.08182 0.0 0.0 0.0
H 3.24241 2.22809 1.63358 0.0 0.0 0.0
H 2.85461 3.30880 -0.80679 0.0 0.0 0.0
H 0.17305 3.28239 -1.20859 0.0 0.1 0.1
B 4.16617 -0.45064 1.62514 0.0 0.0 0.0
C 2.69726 -0.59196 1.08820 0.0 -0.2 -0.2
N 1.61529 -0.65868 0.68217 0.3 0.0 0.1
H 4.69076 0.37456 0.90661 0.0 -0.1 0.0
H 4.69023 -1.53634 1.54709 0.0 0.0 0.0
H 4.07078 -0.06286 2.76939 0.0 0.0 0.0
C -1.29420 2.61471 0.96067 0.1 -0.1 -0.1
H -1.36987 3.61407 1.38848 0.0 0.0 0.0
H -1.70214 1.88898 1.65540 0.0 0.0 0.0
H -1.86724 2.57632 0.03862 0.0 0.0 0.0
```
Positions in Å, forces in eV/Å.

---

(2)
C20H23FN6RuS2SeSi as an isolated structure. Source: the OMol25 dataset; level of theory: ωB97M-V/def2-TZVPD.

Summary:
2S+1 = 2
LUMO (alpha / beta) = -3.41 / -5.04 eV
F_max = 2.792 eV Å⁻¹
charge = +1
HOMO level (alpha / beta) = -0.386 / -0.382 Ha
⟨S²⟩ = 0.94
HOMO-LUMO gap (alpha / beta) = 7.10 / 5.37 eV
molecular weight = 638.7 g mol⁻¹

Geometry as XYZ:
```
55
Properties=species:S:1:pos:R:3:forces:R:3
Ru -0.10280 0.07392 0.58925 2.5 -0.6 -1.0
C -2.32014 -0.96750 2.81870 -0.2 -0.2 0.0
Si -3.17182 -0.60555 1.18397 0.1 0.4 0.7
C -4.77961 -1.54471 1.16708 0.0 0.0 -0.4
C -3.39145 1.23596 0.96485 -0.2 -0.1 -0.2
N -1.93136 -0.98977 -0.04030 0.2 0.3 0.7
C -1.94461 -1.74231 -1.15313 -0.1 -0.2 -0.2
C -2.98773 -2.64516 -1.50530 0.1 0.1 0.0
C -2.89041 -3.44239 -2.62056 0.1 0.0 -0.1
C -1.76213 -3.38351 -3.44407 0.0 0.0 0.1
C -0.73356 -2.48573 -3.16576 -0.1 -0.1 -0.1
C -0.85063 -1.69051 -2.06136 -0.3 0.0 0.2
F 0.09916 -0.77416 -1.80116 0.1 -0.1 0.1
H -2.73081 -0.32503 3.60240 0.0 0.0 0.0
H -1.24766 -0.77963 2.77373 0.0 0.1 0.1
H -2.46916 -2.00612 3.12986 0.0 0.1 0.0
H -5.38034 -1.23423 2.02498 0.1 0.0 0.0
H -4.61821 -2.62235 1.24953 0.0 0.0 0.0
H -5.36402 -1.34951 0.26460 0.0 0.0 0.1
H -3.87905 1.69355 1.82819 0.0 -0.1 0.0
H -3.98968 1.45753 0.07645 0.0 0.0 0.0
H -2.41702 1.70913 0.83676 0.0 0.1 0.1
H -3.86053 -2.69872 -0.87027 0.0 0.0 0.0
H -3.69671 -4.12244 -2.85943 0.0 0.0 0.0
H -1.68572 -4.02918 -4.30799 0.0 0.0 0.0
H 0.13652 -2.40440 -3.80266 0.0 0.0 0.0
N 1.80954 2.59393 -1.28173 0.1 -0.1 0.0
C 2.51035 1.67408 -0.59975 0.1 0.2 -0.1
N 1.98766 0.59309 -0.07433 -1.3 0.1 0.8
C 2.93765 -0.16535 0.58133 0.2 0.0 0.0
C 4.18798 0.32658 0.54398 0.1 0.0 0.0
S 4.21597 1.81027 -0.33845 -0.1 0.0 -0.1
C 2.46304 -1.39080 1.19232 0.1 -0.2 0.0
C 3.16838 -2.32717 1.84872 0.1 -0.1 0.1
S 2.14515 -3.63995 2.30785 -0.1 0.0 -0.1
C 0.80132 -2.83603 1.58022 -0.1 -0.2 0.0
N 1.11054 -1.67581 1.05161 -0.9 1.1 -0.1
N -0.42911 -3.37687 1.53277 0.2 0.0 0.0
H 0.81255 2.48929 -1.35933 0.0 0.0 0.1
H 2.24263 3.43347 -1.61861 0.0 0.0 0.0
H 5.08827 -0.08467 0.96908 0.0 0.0 0.0
H 4.21783 -2.33377 2.09073 0.0 0.0 0.0
H -0.64617 -4.21337 2.04242 0.0 0.0 0.0
H -1.17869 -2.82335 1.15238 0.0 0.0 0.0
Se 0.50772 1.81771 2.13854 -0.1 -0.2 -0.4
C -0.53464 2.24573 3.68720 -0.2 -0.4 -0.2
C -0.54249 1.42741 4.80695 0.0 0.0 0.1
C -1.27767 1.83185 5.91322 0.0 0.1 -0.1
N -1.97555 2.96513 5.95602 0.0 0.0 0.0
C -1.94705 3.74872 4.88016 0.1 -0.1 0.0
C -1.24558 3.43504 3.72284 0.0 0.1 0.0
H 0.02218 0.50413 4.83259 0.0 0.0 0.0
H -1.30409 1.21912 6.80787 0.0 0.0 0.0
H -2.51398 4.67110 4.94273 0.0 0.0 0.0
H -1.24546 4.11149 2.87762 0.0 0.0 0.0
```
Positions in Å, forces in eV/Å.

---

(3)
A 2-piece molecular cluster, C5H15NO overall. Source: the OMol25 dataset; level of theory: ωB97M-V/def2-TZVPD.

Summary:
LUMO = 1.02 eV
F_max = 1.384 eV Å⁻¹
HOMO level = -0.348 Ha
HOMO-LUMO gap = 10.48 eV
SMILES string = CCC[C@H](C)N.O
molecular weight = 105.2 g mol⁻¹

Geometry as XYZ:
```
22
Properties=species:S:1:pos:R:3:forces:R:3
C 0.77036 -1.27861 -1.97605 -0.4 -0.3 -0.2
C 0.54383 -1.85995 -0.57827 0.3 0.0 -0.2
C 0.31585 -0.82262 0.51998 0.1 0.3 -0.9
C -1.06145 -0.21271 0.57244 -0.8 0.7 0.5
C -1.42264 0.66132 -0.65051 -0.1 -0.8 1.1
N -1.16825 0.60286 1.80820 0.2 -0.1 -0.2
H 1.31531 -0.34365 -1.93243 0.3 0.2 0.0
H 1.30830 -1.98373 -2.61055 0.2 0.0 0.1
H -0.15750 -1.08742 -2.50609 -0.2 0.2 0.0
H 1.45812 -2.37494 -0.31388 0.2 -0.3 0.1
H -0.24214 -2.61399 -0.63825 -0.1 0.0 0.3
H 0.97860 0.01057 0.26855 0.2 0.1 0.2
H 0.65883 -1.19259 1.48085 -0.3 -0.2 0.3
H -1.86977 -0.95251 0.59096 0.3 -0.5 0.1
H -1.84203 -0.05071 -1.35181 -0.1 0.4 -0.6
H -2.18717 1.35164 -0.30349 -0.2 0.1 -0.3
H -0.59500 1.22171 -1.05526 0.3 0.1 -0.2
H -0.97564 0.01231 2.61115 0.1 0.0 0.0
H -2.13308 0.89353 1.92532 0.0 0.2 0.0
O 2.26552 3.43057 1.03184 0.0 -0.1 0.1
H 1.78597 2.62982 1.27092 -0.1 0.0 0.0
H 2.25398 3.95910 1.83637 0.0 0.0 -0.1
```
Positions in Å, forces in eV/Å.